No. 1
Below is a 2-piece molecular cluster, C7H14NO2 overall at a distorted geometry, with properties calculated with ωB97M-V/def2-TZVPD.

Last column: natural (NBO) charge in e.
Geometry (Å):
C (-0.421, -2.971, 0.764)  -0.3237
C (0.021, -1.720, 0.578)  -0.2667
C (-0.912, -0.673, -0.022)  -0.4791
C (-0.290, 0.706, -0.336)  -0.2707
C (-0.586, 1.071, -1.858)  -0.2229
N (0.704, 1.146, -2.590)  -0.6248
C (1.525, 0.287, -1.742)  0.7006
O (2.171, -0.664, -2.085)  -0.4610
C (1.246, 0.807, -0.328)  -0.5494
H (-1.482, -3.130, 0.878)  0.1966
H (0.272, -3.795, 0.745)  0.2244
H (1.036, -1.501, 0.870)  0.1997
H (-1.314, -1.107, -0.924)  0.2517
H (-1.771, -0.555, 0.643)  0.2068
H (-0.781, 1.516, 0.191)  0.2069
H (-1.081, 2.031, -1.957)  0.2089
H (-1.255, 0.388, -2.371)  0.2111
H (1.031, 2.070, -2.316)  0.3570
H (1.749, 0.267, 0.468)  0.2107
H (1.532, 1.842, -0.182)  0.2322
O (-0.424, 1.141, 2.755)  -0.7652
H (0.291, 1.586, 3.253)  0.5797
H (-1.169, 0.890, 3.338)  0.5812
H (-0.089, 0.370, 2.230)  0.5958

Cartesian forces, eV/Å:
0.34 0.91 0.06
-0.73 -0.55 0.41
0.60 0.23 1.28
-0.50 0.14 -1.46
-0.06 0.59 -0.38
-0.17 -0.60 0.69
0.93 -0.02 -0.47
-0.69 1.01 0.47
-0.39 -0.68 0.92
-0.23 -0.49 -0.78
0.02 -0.24 0.89
0.47 -0.03 -0.94
-0.08 -0.05 -0.28
-0.26 0.12 -0.04
0.06 -0.02 0.57
0.00 0.22 0.16
0.08 -0.50 0.20
0.29 0.23 -0.67
0.12 -0.31 -0.08
0.19 0.28 -0.46
0.08 -0.15 0.02
0.04 -0.01 0.02
-0.02 -0.06 0.02
-0.10 -0.02 -0.14

Energy ... -479.95870 a.u.
Orbital gap ... 7.56 eV
Charge ... +1
HOMO energy ... -12.8 eV
Relative energy (zero: lowest compared OMol25 entry of this formula, charge and spin) ... 104.05 kcal per mole

***

No. 2
Below is the molecule C7H14NO2P at a distorted geometry, with properties calculated with ωB97M-V/def2-TZVPD.

Last column: natural (NBO) charge in e.
Geometry (Å):
C (-0.114, -0.412, 0.714)  0.6945
C (-1.046, -1.241, -2.035)  -0.9839
C (0.618, 2.039, 0.221)  -0.6326
C (2.249, 0.197, 0.703)  -0.5857
C (-2.315, -0.602, 2.036)  -0.4376
C (1.007, 0.173, -1.429)  -0.6445
C (0.894, 0.520, 0.093)  -0.1781
N (-1.208, 0.116, 1.378)  -0.6395
O (0.014, -1.612, 0.538)  -0.6431
O (1.374, -1.409, -3.506)  -1.0173
P (0.738, -1.297, -2.161)  1.7350
H (-1.308, -0.822, -3.075)  0.2584
H (-1.437, -0.634, -1.256)  0.2426
H (-1.355, -2.357, -2.067)  0.2400
H (-0.278, 2.326, -0.255)  0.2156
H (1.329, 2.733, -0.328)  0.2309
H (0.699, 2.419, 1.250)  0.2189
H (2.645, -0.688, 0.254)  0.2336
H (2.923, 1.048, 0.465)  0.2113
H (2.026, 0.086, 1.760)  0.2143
H (-2.637, -1.566, 1.572)  0.2295
H (-2.018, -0.786, 3.188)  0.1995
H (-3.351, -0.069, 2.132)  0.2182
H (1.923, 0.702, -1.581)  0.2141
H (-1.372, 1.136, 1.391)  0.4060

Cartesian forces, eV/Å:
-1.71 -0.16 0.43
-1.12 -3.33 -3.36
1.59 0.64 -0.06
-0.15 1.15 0.05
-0.91 -0.82 2.65
1.41 0.77 2.91
-0.43 0.60 -1.50
-1.02 1.16 -0.15
-0.05 -0.11 0.69
-0.39 -1.30 0.33
0.39 2.90 -1.09
0.18 -0.52 1.57
-0.30 0.03 0.50
-0.31 1.95 0.42
-1.57 0.16 -0.13
-0.15 -1.40 0.40
-0.40 -0.35 -0.08
0.25 -0.69 0.14
-0.21 -0.57 0.51
0.86 -0.02 0.37
1.03 0.66 0.23
-0.65 0.06 -2.61
2.26 -0.07 -0.61
0.65 0.30 -1.43
0.75 -1.07 -0.18

Energy ... -821.62367 a.u.
Orbital gap (alpha / beta) ... 7.74 / 7.74 eV
HOMO energy (alpha / beta) ... -8.4 / -8.4 eV
Relative energy (zero: lowest compared OMol25 entry of this formula, charge and spin) ... 49.25 kcal per mole

***

No. 3
Below is a 3-piece molecular cluster, C7H14NOP overall at a distorted geometry, with properties calculated with ωB97M-V/def2-TZVPD.

Last column: natural (NBO) charge in e.
Geometry (Å):
C (-3.747, 1.361, 1.038)  -0.4192
N (-4.928, 1.415, 0.215)  -0.5522
C (-5.965, 1.983, 0.053)  0.8538
O (-7.033, 2.349, -0.182)  -0.5209
H (-3.584, 2.327, 1.568)  0.2072
H (-3.577, 0.530, 1.689)  0.2152
H (-3.013, 1.104, 0.270)  0.2155
C (5.231, -0.557, 0.611)  -0.4178
C (4.084, -0.554, -0.063)  -0.1593
C (3.154, 0.540, -0.201)  -0.4484
C (3.426, 1.423, -1.468)  -0.5800
H (5.668, -1.520, 0.517)  0.2015
H (5.584, 0.246, 1.194)  0.1984
H (3.880, -1.364, -0.770)  0.1873
H (2.172, 0.063, -0.385)  0.2030
H (3.144, 1.294, 0.569)  0.2062
H (3.425, 0.809, -2.327)  0.2001
H (4.505, 1.799, -1.310)  0.2001
H (2.686, 2.218, -1.451)  0.2088
C (-2.938, -3.469, 0.384)  -0.7894
P (-2.565, -2.001, -0.303)  0.4108
H (-3.563, -4.291, 0.049)  0.2204
H (-2.239, -3.676, 1.291)  0.2080
H (-3.809, -2.032, -0.985)  -0.0491

Cartesian forces, eV/Å:
0.77 1.02 -1.48
-0.20 -0.29 0.69
1.14 -1.33 0.65
-1.56 1.09 -0.50
0.20 -0.76 -0.49
-1.15 -0.60 0.76
0.80 0.87 0.37
-1.59 -1.29 -1.07
1.24 0.01 -0.37
-1.58 1.22 -1.73
1.99 -0.02 2.20
1.41 -0.29 0.41
0.40 0.60 0.77
0.05 -0.20 0.53
0.01 0.63 0.61
-0.18 -0.37 0.91
-0.22 -0.34 -1.22
-1.71 -0.11 -0.53
0.18 0.15 -0.50
2.62 -0.17 2.04
-1.33 -0.39 0.28
-0.36 0.47 0.26
-1.23 -0.30 -1.71
0.30 0.38 -0.87

Energy ... -746.32948 a.u.
Orbital gap ... 9.41 eV
HOMO energy ... -9.5 eV
Relative energy (zero: lowest compared OMol25 entry of this formula, charge and spin) ... 71.52 kcal per mole
Structure (SMILES) ... CN=C=O.C=CCC.C=P

***

No. 4
Below is an isolated ion of composition C7H14NOS and charge +1 at a distorted geometry, with properties calculated with ωB97M-V/def2-TZVPD.

Last column: natural (NBO) charge in e.
Geometry (Å):
C (0.153, 3.333, 0.417)  -0.7901
S (0.738, 2.376, -1.016)  0.4064
N (-0.001, 0.601, -0.462)  -0.4337
C (-1.131, 0.509, -1.032)  0.6554
O (-1.765, 1.328, -1.509)  -0.5112
C (-1.742, -0.961, -0.627)  -0.5855
C (-0.812, -2.038, 0.051)  -0.3712
C (0.047, -1.450, 1.186)  -0.4175
C (0.895, -0.414, 0.375)  -0.0105
C (2.254, -0.912, -0.140)  -0.6507
H (0.315, 2.658, 1.354)  0.2520
H (-0.814, 3.732, 0.172)  0.2362
H (0.683, 4.220, 0.719)  0.2726
H (-2.353, 0.529, -1.926)  0.5628
H (-2.513, -0.851, 0.097)  0.2427
H (-2.165, -1.751, -1.255)  0.2810
H (-1.430, -2.842, 0.360)  0.2364
H (-0.141, -2.231, -0.724)  0.2055
H (-0.481, -1.028, 2.048)  0.2325
H (0.850, -2.246, 1.535)  0.2487
H (1.245, 0.327, 1.077)  0.2206
H (2.851, 0.039, -0.521)  0.2351
H (2.525, -1.671, -0.849)  0.2428
H (2.790, -1.258, 0.671)  0.2397

Cartesian forces, eV/Å:
0.40 -1.46 1.48
0.13 -1.85 1.52
4.10 2.75 -0.66
7.03 -14.00 8.75
-9.43 5.55 -7.81
0.48 -1.09 0.59
0.14 2.80 1.32
1.83 -1.02 -1.60
-0.20 1.20 1.44
0.67 3.44 -2.67
-1.03 1.12 -1.65
-0.86 -0.51 0.49
1.14 0.22 -0.66
-0.46 3.64 -0.08
-0.94 1.12 0.59
-0.42 1.39 -1.68
-0.42 -0.91 -0.03
1.15 -1.45 -1.10
0.04 -0.06 -0.35
-1.84 1.58 -0.45
0.05 0.22 0.47
-1.16 -1.84 0.77
-1.28 -0.53 -0.97
0.89 -0.29 2.29

Energy ... -802.86922 a.u.
Orbital gap ... 9.50 eV
Charge ... +1
HOMO energy ... -13.4 eV
Relative energy (zero: lowest compared OMol25 entry of this formula, charge and spin) ... 93.71 kcal per mole
Structure (SMILES) ... CS[N+]1=C(O)CCC[C@H]1C

***

No. 5
Below is a 2-piece molecular cluster, C7H14O overall at a distorted geometry, with properties calculated with ωB97M-V/def2-TZVPD.

Last column: natural (NBO) charge in e.
Geometry (Å):
C (1.729, 0.677, -2.392)  -0.6525
C (0.217, 0.350, -2.152)  -0.4466
C (-0.269, 0.638, -0.747)  -0.0947
C (-1.291, 1.517, -0.563)  -0.6055
C (1.448, -0.880, 2.348)  -0.6742
C (0.642, 0.092, 1.534)  -0.3324
C (0.237, -0.243, 0.285)  -0.3332
H (2.075, 1.467, -1.717)  0.2108
H (1.760, 1.348, -3.267)  0.1918
H (2.195, -0.300, -2.373)  0.2107
H (-0.459, 0.921, -2.794)  0.1859
H (0.081, -0.703, -2.472)  0.1731
H (-1.704, 2.116, -1.364)  0.1600
H (-1.934, 1.582, 0.315)  0.1674
H (1.269, -0.875, 3.416)  0.1951
H (1.449, -1.844, 1.850)  0.2017
H (2.498, -0.581, 2.110)  0.1700
H (0.598, 1.106, 1.904)  0.1815
H (0.245, -1.281, -0.050)  0.1691
H (-2.887, -1.703, 1.742)  0.4650
H (-4.111, -1.377, 2.502)  0.4423
O (-3.787, -2.027, 1.885)  -0.9855

Cartesian forces, eV/Å:
-1.89 1.53 -0.18
-0.10 0.38 0.17
-0.27 -1.21 0.08
-0.84 0.76 0.18
0.97 0.80 -1.28
-0.75 -0.87 0.74
-0.08 0.87 -0.89
0.21 -0.98 0.91
0.45 -1.26 -0.81
1.07 0.55 -0.26
0.30 0.13 -0.31
-0.12 0.13 0.46
0.25 0.03 -0.39
0.61 -0.18 0.31
0.03 -0.30 0.08
-0.57 -0.52 0.48
0.04 0.01 0.83
0.04 0.27 -0.26
0.60 -0.17 0.17
0.11 -0.13 -0.26
-0.40 0.33 0.35
0.35 -0.16 -0.13

Energy ... -350.24496 a.u.
Orbital gap (alpha / beta) ... 3.33 / 7.53 eV
Charge ... -1
HOMO energy (alpha / beta) ... 0.7 / -3.7 eV
Relative energy (zero: lowest compared OMol25 entry of this formula, charge and spin) ... 20.25 kcal per mole
2S+1 ... 2

***

No. 6
Below is a 2-piece molecular cluster, C7H14O overall at a distorted geometry, with properties calculated with ωB97M-V/def2-TZVPD.

Last column: natural (NBO) charge in e.
Geometry (Å):
C (-0.841, -0.821, -0.978)  -0.4764
C (-1.730, -0.228, -0.131)  0.0910
C (-2.120, -0.796, 1.196)  -0.6508
C (-2.631, 0.854, -0.632)  -0.6546
H (-0.360, -1.730, -0.644)  0.1924
H (-1.020, -0.766, -2.044)  0.2076
H (-3.159, -1.136, 1.179)  0.2229
H (-1.506, -1.647, 1.481)  0.2172
H (-2.111, -0.006, 1.949)  0.2162
H (-2.267, 1.239, -1.586)  0.2224
H (-2.730, 1.671, 0.081)  0.2191
H (-3.645, 0.480, -0.790)  0.2173
C (2.631, 0.239, 1.274)  -0.6204
C (2.691, -0.138, -0.195)  -0.4803
C (1.553, 0.617, -1.122)  0.4343
O (1.200, 1.734, -0.806)  -0.5240
H (3.421, -0.272, 1.823)  0.2091
H (2.792, 1.311, 1.394)  0.2172
H (1.647, 0.016, 1.681)  0.2110
H (3.654, 0.170, -0.609)  0.2150
H (2.591, -1.209, -0.382)  0.2009
H (1.940, 0.418, -2.140)  0.1130

Cartesian forces, eV/Å:
-1.94 -0.46 1.28
0.10 -1.19 -1.54
0.37 0.41 0.29
0.05 0.23 -0.32
0.31 -0.02 0.09
0.65 0.78 -0.16
0.01 0.00 -0.30
0.14 0.10 0.17
0.22 -0.13 0.28
-0.06 0.13 0.13
0.15 0.14 0.04
-0.02 -0.16 0.04
0.02 0.11 -0.28
-2.32 0.10 -0.26
5.37 1.81 1.51
-1.08 -1.26 -0.28
-0.18 -0.09 0.15
-0.05 0.00 -0.04
0.05 -0.14 0.20
-0.19 0.17 -0.42
0.08 -0.08 0.19
-1.69 -0.45 -0.77

Energy ... -350.26632 a.u.
Orbital gap ... 9.73 eV
HOMO energy ... -9.1 eV
Relative energy (zero: lowest compared OMol25 entry of this formula, charge and spin) ... 58.45 kcal per mole
Structure (SMILES) ... C=C(C)C.CCC=O

***

No. 7
Below is the molecule C7H14O at a distorted geometry, with properties calculated with ωB97M-V/def2-TZVPD.

Last column: natural (NBO) charge in e.
Geometry (Å):
C (1.676, -1.473, -0.995)  -0.4277
C (0.958, -1.517, 0.115)  0.0073
C (0.319, -2.775, 0.453)  -0.6701
C (0.859, -0.343, 1.028)  -0.4300
C (0.544, 0.978, 0.219)  -0.4084
C (-0.914, 1.555, 0.366)  -0.4480
C (-1.423, 2.108, -1.015)  -0.0634
O (-2.662, 2.788, -0.839)  -0.7059
H (2.481, -0.805, -1.072)  0.1931
H (1.573, -2.232, -1.795)  0.1946
H (1.123, -3.594, 0.313)  0.2278
H (-0.222, -2.900, 1.404)  0.2215
H (-0.352, -3.268, -0.245)  0.2360
H (1.778, -0.281, 1.695)  0.2275
H (-0.027, -0.460, 1.727)  0.1993
H (0.903, 0.838, -0.769)  0.2207
H (1.116, 1.749, 0.856)  0.2098
H (-0.981, 2.525, 1.003)  0.2117
H (-1.373, 0.776, 1.082)  0.2061
H (-1.473, 1.440, -1.903)  0.1641
H (-0.737, 2.838, -1.294)  0.1752
H (-3.165, 2.053, -0.335)  0.4588

Cartesian forces, eV/Å:
-0.22 -1.13 -0.76
0.00 0.42 -0.46
0.02 -3.94 0.17
-0.86 0.63 1.01
0.87 1.69 4.04
0.58 0.16 0.74
-1.18 -1.62 0.88
-1.27 -2.49 1.37
0.56 1.40 -0.65
0.36 0.22 0.82
-0.95 1.11 1.20
0.66 0.41 -0.08
-0.66 0.85 -0.72
-1.01 0.23 -0.87
1.11 -0.27 -0.51
0.21 0.45 -0.86
-0.08 -0.82 -1.75
0.60 -1.62 -0.88
-0.72 1.00 -1.92
-0.02 -0.30 0.85
1.45 1.39 -0.36
0.54 2.22 -1.25

Energy ... -350.24217 a.u.
Orbital gap ... 9.74 eV
HOMO energy ... -8.9 eV
Relative energy (zero: lowest compared OMol25 entry of this formula, charge and spin) ... 73.60 kcal per mole
Structure (SMILES) ... C=C(C)CCCCO

***

No. 8
Below is C7H14O as an isolated structure at a distorted geometry, with properties calculated with ωB97M-V/def2-TZVPD.

Last column: natural (NBO) charge in e.
Geometry (Å):
C (-3.240, -1.017, 0.015)  -0.6028
C (-2.602, 0.091, -0.839)  -0.4401
C (-1.193, 0.550, -0.575)  -0.2200
C (-0.150, -0.322, -0.806)  -0.2967
C (1.167, -0.118, -0.341)  -0.1105
C (1.790, 1.172, -0.601)  -0.3321
C (3.175, 1.318, -0.018)  -0.6275
H (-2.764, -1.987, 0.138)  0.2083
H (-3.220, -0.543, 1.009)  0.2003
H (-4.298, -1.119, -0.212)  0.2119
H (-3.256, 0.947, -0.639)  0.2078
H (-2.729, -0.110, -1.912)  0.2020
H (-1.015, 1.326, 0.163)  0.1842
H (-0.486, -1.153, -1.420)  0.2385
H (1.091, 1.069, 0.392)  0.3026
H (1.473, 1.674, -1.510)  0.2286
H (3.903, 0.832, -0.673)  0.2262
H (3.336, 0.956, 0.989)  0.2425
H (3.470, 2.375, -0.048)  0.2075
H (0.370, -1.924, 2.556)  0.4582
H (0.953, -0.976, 1.495)  0.4801
O (1.156, -1.405, 2.355)  -0.9690

Cartesian forces, eV/Å:
0.28 1.17 1.35
-0.73 0.56 -0.91
0.99 -2.21 0.88
-2.21 1.98 -1.14
0.97 0.81 0.05
-0.14 -3.73 0.93
0.78 1.51 -0.98
0.24 0.03 -0.54
-0.13 -0.55 0.15
0.03 -0.21 -0.29
0.03 0.05 -0.26
0.14 -0.12 0.12
-0.26 0.31 -0.18
0.74 -0.50 0.22
-0.10 0.88 -0.20
-0.17 0.74 0.35
-0.16 -0.17 0.03
-0.47 -0.27 0.06
-0.03 -0.08 0.21
0.07 0.01 0.08
0.53 -0.39 0.22
-0.39 0.17 -0.15

Energy ... -350.17310 a.u.
Orbital gap ... 8.33 eV
HOMO energy ... -8.0 eV
Relative energy (zero: lowest compared OMol25 entry of this formula, charge and spin) ... 116.95 kcal per mole